The following is a DFT calculation (ωB97M-V/def2-TZVPD) of a single C2H6BNO4 molecule.

Element x y z (Å)
1 N -0.34743 -0.31036 1.51057
2 C 0.12720 -0.34357 0.10283
3 O 0.12855 -1.71177 -0.29551
4 B -0.99784 0.61442 -0.99922
5 O -2.08411 0.88119 -0.31961
6 C 1.53500 0.30884 0.03094
7 O 1.71652 1.39507 0.51991
8 O 2.47848 -0.36401 -0.69014
9 H -1.28471 -0.15425 1.58040
10 H 0.08243 0.51324 2.03938
11 H 0.32654 -2.04601 0.65057
12 H -1.06702 0.98617 -2.38537
13 H -2.72713 1.38559 -0.78909
14 H 2.11351 -1.15455 -0.95566

Output
**Calculated total energy**: -12527.5795 eV
**Energy above the lowest of the compared OMol25 structures with the same formula, charge and spin**: 2.8843 eV
**HOMO level**: -0.356 Eh
**Kohn-Sham gap**: 0.3684 Ha
**Maximum force**: 4.59 eV/Å
**Molar mass**: 118.88 g mol⁻¹
**Structure (SMILES)**: N[C@@](O)(BO)C(=O)O
**2S+1**: 1

natural (NBO) population analysis, charges in e, atoms 1 to 6: number 1, N, carries -0.852; number 2, C, carries 0.050; number 3, O, carries -0.734; number 4, B, carries 0.750; number 5, O, carries -0.889; number 6, C, carries 0.748